(1)
The following is a DFT calculation (ωB97M-V with the def2-TZVPD basis set) of a structure of composition C3H4I2O.

Each line ends with the natural charge from an NBO analysis.
Atoms and positions in Å:
C 0.6379 -0.8714 0.4862  -0.479
C -0.5288 -0.1193 0.2003  -0.378
C -0.5844 1.0871 -0.3825  0.160
O 0.3030 1.5909 -1.3154  -0.705
I 0.4059 -3.0104 1.1258  0.046
I -2.3163 2.1408 -0.6754  0.181
H 1.3843 -0.8531 -0.2480  0.204
H 1.0418 -0.4505 1.5081  0.244
H -1.4256 -0.5400 0.7904  0.241
H 1.0821 1.0258 -1.4894  0.485

Values from the calculation:
**Total charge**: 0
**Molar mass**: 309.9 u
**HOMO-LUMO gap**: 8.6 eV

***

(2)
The following is a DFT calculation (ωB97M-V with the def2-TZVPD basis set) of the molecule C3H7NO2.

Each line ends with the natural charge from an NBO analysis.
Atoms and positions in Å:
C 0.0292 0.4699 1.5662  -0.418
N 0.2543 1.1291 0.3030  -0.627
C 0.4307 0.6159 -0.9631  0.663
O 0.8434 1.2743 -1.8865  -0.600
C -0.0134 -0.8603 -1.0883  -0.171
O -1.2933 -1.0208 -0.5736  -0.698
H -0.2662 -0.5905 1.3724  0.225
H -0.8080 0.9549 2.1671  0.207
H 0.9849 0.4449 2.1693  0.189
H 0.5227 2.1416 0.3319  0.399
H -0.0032 -1.0886 -2.1530  0.194
H 0.7056 -1.4987 -0.5207  0.169
H -1.3867 -1.9717 -0.7247  0.469

Values from the calculation:
**SMILES string**: CNC(=O)CO
**Total charge**: 0
**Molar mass**: 89.1 u
**HOMO-LUMO gap**: 10.3 eV

***

(3)
The following is a DFT calculation (ωB97M-V with the def2-TZVPD basis set) of a structure of composition C8H12NO.

Each line ends with the natural charge from an NBO analysis.
Atoms and positions in Å:
C 2.9040 -0.9535 -0.1335  -0.318
C 1.5842 -1.2002 -0.3467  -0.192
C 2.9647 0.2848 0.4805  0.189
C 0.9144 -0.1098 0.1328  0.101
C -2.5080 -1.2923 0.5572  -0.287
C -1.4512 -0.9333 -0.2043  -0.280
C -0.8426 1.1569 1.1801  -0.660
C -0.4948 0.1453 0.1327  0.254
N -0.8209 1.1495 -1.4998  -0.844
O 1.7917 0.7893 0.6572  -0.360
H 3.7493 -1.6512 -0.4398  0.263
H 1.2597 -2.1365 -0.8178  0.257
H 3.7700 0.8618 0.7807  0.218
H -3.2089 -2.0271 0.3145  0.223
H -2.8768 -1.0152 1.4670  0.215
H -1.1782 -1.4639 -1.2079  0.234
H -1.9699 1.0816 1.4315  0.243
H -0.6403 2.2403 0.7696  0.242
H -0.2356 0.9352 1.9996  0.254
H -1.4489 0.6585 -2.1183  0.419
H 0.0691 1.4682 -1.8897  0.421
H -1.3308 2.0115 -1.2457  0.410

Values from the calculation:
**Total charge**: +1
**Molar mass**: 138.2 u
**HOMO-LUMO gap**: 8.7 eV

***

(4)
The following is a DFT calculation (ωB97M-V with the def2-TZVPD basis set) of the molecule C27H36N2O2.

Each line ends with the natural charge from an NBO analysis.
Atoms and positions in Å:
C 3.9179 -0.1860 2.4651  -0.411
N 3.2277 -0.9308 3.4898  -0.434
C 1.8832 -1.1070 3.5055  0.676
O 1.3286 -1.8374 4.3097  -0.629
C 1.0906 -0.3480 2.4904  -0.166
C 1.0712 1.0445 2.4720  -0.181
C 0.2639 1.7188 1.5833  -0.270
C -0.5478 1.0223 0.6829  0.399
O -1.2770 1.7982 -0.1591  -0.513
C -2.1738 1.2039 -1.0818  0.103
C -2.4934 2.2606 -2.1437  -0.408
C -3.8189 1.9206 -2.8381  -0.224
N -4.0274 0.4876 -2.7887  -0.475
C -4.8961 -0.0441 -3.8213  -0.196
C -4.0668 -0.7102 -4.9365  -0.421
C -3.1349 0.2734 -5.5784  -0.024
C -1.8295 0.4080 -5.1232  -0.221
C -0.9823 1.3508 -5.6774  -0.199
C -1.4295 2.1722 -6.6983  -0.227
C -2.7272 2.0427 -7.1630  -0.222
C -3.5730 1.1002 -6.6057  -0.177
C -4.3533 0.0437 -1.4461  -0.203
C -3.4809 0.7682 -0.4155  -0.447
C -0.5407 -0.3694 0.7113  -0.334
C 0.2645 -1.0388 1.6158  -0.147
C 4.0202 -1.5877 4.5202  -0.053
C 4.7701 -2.8118 3.9868  -0.408
C 5.4769 -3.5230 5.1370  -0.395
C 6.4393 -2.5723 5.8431  -0.396
C 5.6972 -1.3400 6.3519  -0.393
C 4.9948 -0.6261 5.1998  -0.408
H 3.2900 -0.0964 1.5809  0.228
H 4.1828 0.8183 2.8083  0.190
H 4.8326 -0.7095 2.1867  0.200
H 1.6806 1.6002 3.1693  0.216
H 0.2378 2.7969 1.5622  0.222
H -1.7041 0.3386 -1.5653  0.180
H -1.6837 2.2988 -2.8717  0.215
H -2.5564 3.2322 -1.6530  0.215
H -3.7739 2.2351 -3.8809  0.220
H -4.6537 2.4612 -2.3574  0.163
H -5.5615 -0.7980 -3.3901  0.198
H -5.5248 0.7437 -4.2572  0.182
H -3.4943 -1.5267 -4.4955  0.211
H -4.7529 -1.1224 -5.6790  0.210
H -1.4812 -0.2294 -4.3243  0.215
H 0.0309 1.4455 -5.3134  0.212
H -0.7689 2.9082 -7.1325  0.213
H -3.0811 2.6780 -7.9622  0.212
H -4.5859 1.0038 -6.9719  0.201
H -4.1663 -1.0343 -1.4042  0.193
H -5.4183 0.2111 -1.2016  0.168
H -3.2829 0.1188 0.4379  0.225
H -3.9823 1.6617 -0.0400  0.208
H -1.1601 -0.9453 0.0422  0.218
H 0.2541 -2.1182 1.6446  0.223
H 3.2893 -1.9342 5.2598  0.243
H 4.0600 -3.4865 3.5054  0.218
H 5.5113 -2.5083 3.2434  0.188
H 4.7316 -3.8806 5.8502  0.199
H 6.0210 -4.3902 4.7569  0.208
H 6.9218 -3.0852 6.6773  0.208
H 7.2210 -2.2623 5.1451  0.191
H 4.9563 -1.6442 7.0941  0.198
H 6.3976 -0.6569 6.8371  0.208
H 4.4518 0.2446 5.5733  0.213
H 5.7437 -0.2815 4.4836  0.193

Values from the calculation:
**SMILES string**: CN(C(=O)c1ccc(OC2CCN(CCc3ccccc3)CC2)cc1)C1CCCCC1
**Total charge**: 0
**Molar mass**: 420.6 u
**HOMO-LUMO gap**: 9.1 eV

***

Computed ΔE to the lowest compared entry with this formula, charge and spin, in the same sequence as the records: 129.5 132.4 161.0 9.5 kJ/mol.
Computed strongest force on any atom, in the same sequence as the records: 4.35 2.28 4.09 0.49 eV/Å.